# 1
3 unconnected molecules or ions with the total composition C24H44FNO7Si in a non-equilibrium geometry. Source: the OMol25 dataset; level of theory: ωB97M-V/def2-TZVPD.

Its SMILES is [H]/N=C/CC(=O)O[C@](CCCC)(CCO[Si](C)(C)C)[C@H](F)CC.O=C1CCCO1.O=C1CCCO1. For the LUMO energy, the calculation gives 0.50 eV. For the electronic energy, the calculation gives -1911.4511 a.u. The spin multiplicity is 1. As for the gap between HOMO and LUMO: 10.2383 eV.

```
78
Properties=species:S:1:pos:R:3:mulliken_charge:R:1
C 0.89170 1.64590 1.84813 0.46
H 1.11870 -0.22086 -1.73626 0.43
O 2.28609 -6.60047 -3.77713 -0.35
H -1.56710 6.37150 -2.49990 0.31
H -4.58907 0.06912 -1.96646 0.28
H -0.22039 -2.05254 0.82145 -0.32
C -4.51446 0.75556 -1.02212 -0.98
H 5.09234 0.20754 1.11396 0.39
H -4.17429 1.84994 -1.34745 0.25
H 4.32928 -7.97109 -2.46948 0.27
C 2.78639 -5.66964 -2.91259 0.45
C -3.96923 8.10002 -1.05405 -0.48
H 2.89216 -1.06133 3.24838 0.09
H -3.12664 -2.35026 -0.46901 0.20
C 0.94772 -1.95506 0.59794 0.60
C 3.97301 -0.86902 2.77842 -0.04
H -2.62695 -2.24536 1.35048 0.22
H 5.84771 0.32513 3.64837 0.28
H -3.20759 8.46335 -3.07296 0.31
O 1.64163 2.58879 1.27904 -0.59
C 1.43150 -0.35444 0.52750 0.76
C 1.30794 -2.81623 -0.74357 -0.26
C -4.07836 0.77962 2.04830 -0.96
C 2.29867 -7.88013 -3.14618 -0.42
H -0.71872 3.58722 0.76812 0.21
H -3.71688 9.13139 -0.79248 0.27
H 4.13954 0.82461 4.31302 0.24
C 0.66864 0.30115 -0.75984 -0.77
C 3.33248 -7.77576 -2.05565 -0.55
C -3.44650 -1.87013 0.56819 -0.83
H 4.88547 -0.77774 4.97328 0.32
C -1.96621 7.15312 -1.84690 -0.46
H 0.85576 1.45251 -0.92643 0.50
H 1.92305 -2.23606 -1.56343 0.23
C -0.40053 2.20819 2.74864 -0.09
H -3.39081 0.31651 2.90615 0.20
H -5.60219 0.89876 -0.56056 0.27
C 3.96728 0.17768 1.51719 -0.78
H 4.48141 -1.90291 2.56746 0.25
C -3.29739 7.66477 -2.33178 -0.45
C -1.06714 3.45631 1.88788 -0.04
H 3.76412 1.24348 1.95322 0.21
C 4.81885 -0.10578 4.00301 -1.01
H -5.05233 7.96687 -1.10479 0.28
C 3.04221 -0.25742 0.24192 -0.64
O -1.72971 0.70281 0.23840 -0.03
H -0.66455 -2.86068 -2.08622 0.22
H 3.52625 -1.21794 -0.22643 0.22
H -4.53407 -2.23710 0.89289 0.36
H -0.02039 2.55622 3.80071 0.47
H 2.55539 -8.65027 -3.87940 0.31
F 1.59821 -2.68419 1.75041 -0.43
H -1.22273 7.95172 -1.75394 0.27
C -3.35717 7.17521 -0.04594 0.57
Si -3.35351 0.04626 0.37591 0.52
H -1.19073 1.33685 2.95271 -0.06
H -3.89512 1.93782 2.08612 0.28
H 3.17991 0.59986 -0.57858 0.33
O -3.78307 6.97366 1.07930 -0.57
H -3.86722 6.84463 -2.78530 0.27
O 1.08707 0.20082 1.83732 -0.45
H -1.31528 0.56288 -1.84986 0.19
H -1.22371 -1.06908 -0.91327 -0.14
O -2.21940 6.61382 -0.55043 -0.32
H -2.16976 5.00917 1.56643 0.41
C -0.05407 -3.55810 -1.37193 -0.72
H -0.72725 -4.00905 -0.49617 0.21
H 4.19733 -5.93808 -1.31300 0.36
O 2.82472 -4.47146 -3.13858 -0.57
H 3.16458 -8.47786 -1.23467 0.32
C 3.23203 -6.32912 -1.64268 -0.28
N -1.97233 4.37058 2.39488 -0.76
H 0.31913 -4.49106 -2.01003 0.17
H 2.00728 -3.72864 -0.41941 0.04
H 1.29780 -8.08508 -2.75194 0.27
H -5.20027 0.47068 2.22598 0.34
H 2.46894 -6.17734 -0.87425 0.22
C -0.94919 0.06525 -0.83010 -0.27
```

# 2
A molecular structure, C24H44N3O7P2ReS in a non-equilibrium geometry. Source: the OMol25 dataset; level of theory: ωB97M-V/def2-TZVPD.

For the LUMO energy (spin up / spin down), the calculation gives -12.11 / -11.70 eV. For the electronic energy, the calculation gives -2790.1865 a.u. The spin multiplicity is 2. Its total charge is +3. As for the gap between HOMO and LUMO (spin up / spin down): 3.5954 / 4.0040 eV.

```
82
Properties=species:S:1:pos:R:3:mulliken_charge:R:1
C -0.81306 1.14301 2.07667 -0.87
H 0.75860 -3.06469 2.71036 0.29
C -1.88824 -1.96383 -2.45340 -0.25
C 0.59908 -1.60807 5.85684 -1.34
H 0.89478 -3.85716 4.28342 0.50
H -1.54183 -6.24722 -0.68339 0.38
Re 0.31677 -0.04548 0.68043 1.24
C -2.84717 -3.13187 -2.59643 0.38
O 1.74234 1.04418 -0.26502 -0.55
H -2.50629 1.81577 4.43598 0.29
O -4.00154 -2.86541 -2.82541 -0.55
O -0.95208 -1.30782 1.73823 -0.15
C -0.53866 0.39377 -2.13133 -0.14
C -4.38188 -1.10682 4.57774 -1.43
C -1.29097 -1.60799 -1.25200 0.00
C 2.91328 1.05517 3.24683 0.43
H -3.63303 -5.29160 -3.91335 0.36
H 0.67919 4.54006 2.98343 0.31
H 2.05520 -1.62737 4.26133 0.35
C 5.92468 0.89106 1.26085 -1.17
H -0.01454 1.32648 -1.95938 0.58
H -1.76825 1.52506 1.72689 0.60
H -0.38347 -3.85991 -2.23156 0.38
H -4.18900 -5.78626 -0.97342 0.29
H 0.92469 -0.65328 6.26246 0.34
H 2.37581 5.08904 0.49295 0.22
H -0.18045 1.91999 2.49437 0.30
H -5.14819 -4.77355 -2.05196 0.32
H -0.98336 0.80197 -4.17844 0.47
H 1.10804 6.13049 2.34845 0.48
H 3.60090 5.49691 2.62102 0.46
P -0.94667 -0.40469 3.00936 -0.31
P 2.55556 1.86158 0.72699 0.51
O -2.07618 -0.72607 4.00426 -0.29
C 4.47813 -0.17805 -0.50959 -1.13
S 3.54097 1.11076 4.63958 -0.06
C -3.25914 -5.48562 -2.89606 -0.68
C -1.08757 0.10060 -3.36685 -0.94
H -0.47725 -1.69899 5.98122 0.24
O 0.46224 -0.54375 3.67679 0.20
N -2.37143 -4.40915 -2.52498 0.24
H 0.05561 5.07114 1.41331 0.37
C 0.97017 -1.72227 4.39389 0.48
C -0.97608 -5.32125 -0.74002 -0.98
C 3.34892 4.48361 2.31741 -1.30
H 5.35891 0.42588 2.06620 0.21
C -3.29752 1.17606 4.82533 -1.22
C 0.91405 5.09525 2.07806 -1.43
C 2.14824 4.52627 1.40044 0.64
C 5.06537 1.11137 0.02910 0.44
H 6.75418 0.23751 1.00026 0.44
H 6.34335 1.82882 1.61489 0.36
H 3.88479 0.01181 -1.40137 0.31
H -3.67567 0.13093 2.96777 0.31
H 0.05453 -5.54121 -0.47663 0.40
C -1.79559 -1.08017 -3.53296 -0.30
H -0.64028 -5.49813 -2.86086 0.40
C -4.48644 -5.63750 -2.01013 -1.12
H 5.64854 1.61376 -0.74769 0.27
H -5.39163 -0.71161 4.51998 0.48
H 3.85671 -0.66732 0.24213 0.17
H -0.61875 -3.05374 3.83380 0.34
C 0.46808 -3.00441 3.75898 -1.31
O 4.02597 2.10163 0.34443 -0.36
H -4.33451 -2.03748 4.01819 0.38
O 1.78237 3.17857 0.92303 -0.24
H -1.36233 -2.24015 -0.37528 0.71
N 2.38877 0.95168 2.13859 0.13
H 4.21347 4.06362 1.81218 0.36
N -0.63206 -0.44683 -1.09188 -0.09
H -4.23622 1.72072 4.80324 0.46
H -3.06926 0.93198 5.85941 0.32
H -2.67729 -6.40865 -2.93240 0.42
H 1.08918 -2.40158 6.41560 0.48
H -2.28155 -1.30954 -4.46956 0.61
H -4.15158 -1.31226 5.61741 0.34
C -1.01864 -4.74476 -2.16236 -0.69
C -3.41220 -0.09319 4.00673 0.55
H -5.05233 -6.49648 -2.36002 0.40
H -1.38845 -4.61629 -0.02035 0.19
H 5.28942 -0.85216 -0.77519 0.51
H 3.12920 3.90582 3.21307 0.21
```

# 3
A molecular structure, C24H45BrP2Sm in a non-equilibrium geometry. Source: the OMol25 dataset; level of theory: ωB97M-V/def2-TZVPD.

For the LUMO energy (spin up / spin down), the calculation gives -3.98 / -3.37 eV. For the electronic energy, the calculation gives -4855.9223 a.u. The spin multiplicity is 6. Its total charge is +1. As for the gap between HOMO and LUMO (spin up / spin down): 6.8773 / 7.4937 eV.

```
73
Properties=species:S:1:pos:R:3:mulliken_charge:R:1
H -2.44102 -1.62700 1.77920 0.25
H -4.07473 2.83334 -2.43661 0.34
H -1.63154 3.14850 1.51581 0.37
C 1.41581 -1.65735 -1.76160 -1.52
C -1.43095 1.50129 2.82600 -0.56
H 3.20026 -2.02988 0.30685 0.35
H 2.96228 1.96362 -5.05963 0.36
H 5.64421 0.92976 -1.38683 0.34
C 0.00667 1.52298 4.92889 -0.96
H -4.91251 2.23295 -0.98265 0.32
C 5.16212 1.69158 -2.01416 -1.14
C 0.22572 -4.40886 2.45867 -1.57
C -2.30507 -2.70667 1.51028 -1.17
C -1.03976 -2.94584 0.75648 -0.12
H 0.09214 -5.43442 2.08743 0.30
H 1.47112 2.38135 1.14006 0.56
C 1.26599 2.49794 2.21753 -0.44
C -0.88960 0.89144 3.90256 -0.25
Sm 0.23719 -1.03858 1.45146 0.54
H -1.18541 -0.13705 4.15645 0.74
H 5.92130 2.23798 -2.59257 0.36
H 2.49981 -1.74383 -1.61276 0.38
C 1.89614 1.77126 3.14817 -0.47
H -5.80091 2.33993 -2.54486 0.35
H -5.54043 0.96565 -4.49886 0.37
H 0.25825 4.33367 1.86102 0.45
C -4.83160 2.12671 -2.07185 -1.16
C -4.59982 0.43997 -4.27791 -1.27
H -5.87827 -0.44874 -0.85211 0.32
H 2.81509 -2.49716 1.97531 0.36
H 4.61103 2.38438 -1.36489 0.32
H -6.68897 -0.01695 -2.40039 0.41
H 3.20623 -3.74377 0.77116 0.40
H 1.72685 2.80232 5.02998 0.42
H 2.13966 1.09791 5.13065 0.40
H -5.72086 -1.52923 -2.26578 0.33
H 0.03821 0.80668 5.76890 0.33
H -4.64753 -0.59274 -4.64792 0.36
H 2.74012 1.13514 2.88822 0.62
H -1.85605 3.57263 3.21466 0.32
C 3.56648 2.30689 -4.20863 -1.20
H 5.99790 0.73668 -4.52184 0.35
P 3.96464 0.85897 -3.13919 0.51
H 0.38043 3.91797 3.58839 0.30
C 1.50266 1.81244 4.59068 -1.06
H -2.32823 -3.29376 2.43509 0.29
P -4.27085 0.41983 -2.46356 0.52
C 5.18215 0.04604 -4.26143 -1.18
H 4.66348 -0.28311 -5.17172 0.36
H -2.71866 -1.83774 -1.09584 0.27
H 5.59085 -0.83741 -3.75330 0.32
Br 1.30247 -1.58745 3.97829 -0.47
H -0.44352 2.45729 5.31432 0.43
C 0.19555 3.50308 2.58495 -0.75
H -0.58400 -4.20566 3.16241 0.35
C 0.18251 -3.44747 1.32216 1.07
H 4.48642 2.78728 -4.57335 0.34
H -1.77379 -2.62065 -2.37264 0.25
C 2.69225 -2.78803 0.91847 -1.44
H 2.97455 3.02413 -3.62499 0.34
H 1.17388 -0.58169 -1.82735 0.28
C 0.68535 -2.29156 -0.63577 0.48
H 1.17747 -4.34867 2.98128 0.37
H -2.17686 0.98668 2.21017 0.63
C 1.26497 -2.94689 0.51528 0.06
H 1.13547 -2.12173 -2.71612 0.31
C -0.72997 -2.32381 -0.50413 1.29
C -5.79921 -0.47998 -1.94784 -1.19
C -1.24749 2.95992 2.52755 -0.93
H -1.45705 -0.93086 -1.94196 0.35
H -3.76431 0.95120 -4.77496 0.34
C -1.72216 -1.91083 -1.53111 -1.31
H -3.16453 -2.98204 0.88231 0.44
```

Question: Among the records above, which one has the lowest electronic energy?
Answer: C24H45BrP2Sm

Question: Among the records above, which one has the highest spin multiplicity?
Answer: C24H45BrP2Sm

Question: The lowest spin multiplicity belongs to which entry?
Answer: C24H44FNO7Si

Question: The highest spin multiplicity belongs to which entry?
Answer: C24H45BrP2Sm